# C30H90N18O12

A 12-piece molecular cluster, C30H90N18O12 overall at a distorted geometry (ωB97M-V/def2-TZVPD, the OMol25 dataset).

CARTESIAN COORDINATES (ANGSTROEM)
C: 2.27136 -0.12748 1.15780
C: 0.85933 -0.78689 1.54051
C: -0.42181 -0.30829 0.71557
O: -0.75773 1.11550 0.56857
C: -1.10041 1.67229 -0.72846
N: 0.92668 -2.19791 1.32024
H: 2.84892 -0.78418 0.50721
H: 2.93895 0.00814 2.00869
H: 2.12936 0.77908 0.56950
H: 0.46609 -0.52376 2.52245
H: -1.35917 -0.76506 1.03308
H: -0.25390 -0.65906 -0.30270
H: -1.55477 2.66307 -0.73286
H: -1.73235 1.00274 -1.31195
H: -0.17375 1.65853 -1.30223
H: 1.62320 -2.70938 1.84308
H: 1.32482 -2.34234 0.40333
C: -4.39613 -2.51160 -1.78381
C: -4.47753 -2.77911 -0.30761
C: -5.73981 -3.43439 0.24500
O: -6.83771 -2.62746 -0.07325
C: -8.01412 -3.48117 -0.03180
N: -3.37545 -3.67271 -0.03003
H: -4.47316 -3.35835 -2.46585
H: -3.51131 -1.98830 -2.14623
H: -5.21917 -1.84469 -2.04061
H: -4.45002 -1.81282 0.19600
H: -5.72592 -3.60375 1.32167
H: -5.74639 -4.40114 -0.25844
H: -8.02408 -4.41403 -0.59550
H: -8.87814 -2.81789 -0.07226
H: -8.18700 -4.00372 0.90902
H: -3.27618 -3.86453 0.95660
H: -2.50990 -3.15788 -0.10675
C: -2.69874 -3.11910 -5.14420
C: -1.20119 -3.24658 -4.59840
C: -0.71882 -4.74348 -4.38746
O: -0.52980 -5.05742 -2.96513
C: 0.51060 -4.43835 -2.31323
N: -0.35802 -2.50997 -5.55222
H: -2.83624 -2.04009 -5.21427
H: -3.52110 -3.52435 -4.55463
H: -2.70542 -3.59919 -6.12275
H: -1.06492 -2.68444 -3.67453
H: 0.28305 -4.90641 -4.78471
H: -1.42485 -5.43636 -4.84522
H: 1.42439 -4.88174 -2.70880
H: 0.50807 -4.31441 -1.23030
H: 0.60730 -3.38768 -2.58679
H: 0.48624 -3.06115 -5.61173
H: -0.31229 -1.57624 -5.16991
C: -4.52011 3.63559 -1.81795
C: -5.88270 4.25475 -1.67175
C: -6.05102 5.85041 -2.00216
O: -7.15348 6.43840 -1.33481
C: -7.04556 6.37589 0.08469
N: -6.75344 3.56552 -2.58028
H: -4.05480 3.85457 -2.77901
H: -4.57715 2.54831 -1.86950
H: -3.72872 3.94713 -1.13622
H: -6.25999 3.96090 -0.69226
H: -6.25241 6.05581 -3.05352
H: -5.11702 6.28682 -1.64821
H: -7.16342 5.40843 0.57278
H: -7.73441 7.04755 0.59701
H: -6.03883 6.72496 0.31432
H: -7.72877 3.82368 -2.53361
H: -6.50544 3.89161 -3.50346
C: 2.88561 -2.00075 -2.33621
C: 2.64867 -1.75177 -3.81292
C: 2.12943 -0.32286 -4.07553
O: 0.76082 -0.06805 -3.64006
C: 0.37112 1.20654 -3.76919
N: 3.88826 -2.02883 -4.52428
H: 2.00562 -1.90988 -1.69946
H: 3.63439 -1.34607 -1.89032
H: 3.28525 -3.00926 -2.22994
H: 1.94208 -2.50230 -4.16721
H: 2.04509 -0.22694 -5.15802
H: 2.83183 0.42788 -3.71339
H: 0.74536 1.71159 -4.65968
H: 0.88143 1.79483 -3.00656
H: -0.70849 1.24219 -3.62337
H: 3.79772 -1.48278 -5.36910
H: 4.54726 -1.48042 -3.99037
C: 2.51376 -1.00664 4.83478
C: 3.64074 -1.33526 5.86610
C: 4.99062 -1.47366 5.14143
O: 5.92634 -2.03508 6.06861
C: 7.26501 -1.88168 5.61299
N: 3.72769 -0.39423 6.92585
H: 2.11408 0.00519 4.90235
H: 1.69010 -1.64433 5.15575
H: 2.74496 -1.42957 3.85714
H: 3.44870 -2.28808 6.35941
H: 5.23556 -0.48533 4.75243
H: 4.88308 -2.08499 4.24543
H: 7.90006 -2.60667 6.12211
H: 7.76264 -0.97384 5.95401
H: 7.30456 -1.94515 4.52556
H: 3.98343 0.43817 6.41418
H: 4.49143 -0.61993 7.54704
C: 4.89665 -2.88540 1.04206
O: 5.46868 -1.84252 0.58833
N: 5.40562 -3.63859 1.97277
N: 3.81255 -3.34101 0.64419
H: 4.98541 -4.49036 2.31632
H: 6.28590 -3.42538 2.41970
H: 3.45269 -4.07503 1.23732
H: 3.38633 -2.97731 -0.19614
C: -0.72836 3.36064 3.45831
O: -1.19945 4.23622 4.13422
N: 0.32037 2.68762 3.78887
N: -1.12610 3.11246 2.27155
H: 0.54954 2.91823 4.74511
H: 0.63664 1.85367 3.31495
H: -0.85473 2.37405 1.63814
H: -1.97469 3.63840 2.11865
C: 1.17676 4.36429 -0.42392
O: 0.07437 4.73352 -0.69818
N: 1.53297 4.11439 0.82051
N: 2.04415 4.32233 -1.36173
H: 0.84281 4.22291 1.54990
H: 2.42566 3.64938 0.90404
H: 1.81986 4.54641 -2.32068
H: 2.90346 3.83950 -1.14141
C: 4.87188 2.47767 -0.49104
O: 4.30670 2.47536 0.59112
N: 5.49421 1.48783 -1.07655
N: 4.84842 3.45980 -1.31479
H: 5.57190 0.59325 -0.61418
H: 6.06573 1.72511 -1.87477
H: 4.91706 3.31414 -2.31187
H: 4.64359 4.36633 -0.91938
C: 2.11961 -4.40187 3.77054
O: 2.38313 -4.34619 2.62170
N: 2.61185 -5.30513 4.57981
N: 1.18712 -3.76430 4.43027
H: 3.43899 -5.85783 4.40531
H: 2.35101 -5.10475 5.53475
H: 0.94314 -4.10529 5.34913
H: 0.65154 -3.21204 3.77585
C: -2.68741 7.03111 0.37115
O: -3.34861 7.84498 1.08471
N: -2.34698 5.84148 0.87153
N: -2.21434 7.26141 -0.83758
H: -2.77391 5.46967 1.70795
H: -1.64119 5.27735 0.42017
H: -1.66649 6.48420 -1.17802
H: -2.25223 8.13176 -1.34862

Properties
SMILES = COC[C@H](C)N.COC[C@H](C)N.COC[C@H](C)N.COC[C@H](C)N.COC[C@H](C)N.COC[C@H](C)N.NC(N)=O.NC(N)=O.NC(N)=O.NC(N)=O.NC(N)=O.NC(N)=O
Energy relative to the best compared isomer or geometry (same formula, charge and spin) = 8.012 eV
HOMO-LUMO gap = 8.189 eV
HOMO energy = -8.36 eV
E_tot = -83957.6214 eV